DFT (ωB97M-V/def2-TZVPD) results for C5H20InN10O5 as an isolated structure in a non-equilibrium geometry.

The geometry in XYZ format:
```
41
C5H20InN10O5 | the OMol25 dataset | ωB97M-V/def2-TZVPD
In 0.05347 -2.53785 0.54487
C -2.98764 -0.92293 -1.32152
O -2.03741 -1.51761 -0.79773
N -2.87737 -0.19096 -2.46121
N -4.27905 -1.03961 -0.88229
H -3.62559 0.41513 -2.75456
H -1.97125 0.00034 -2.84964
H -4.85847 -0.25760 -1.14316
H -4.42311 -1.54771 -0.02500
C -1.46979 0.79700 2.44807
O -0.97482 -0.11447 1.73948
N -2.80367 0.93722 2.59277
N -0.72361 1.58565 3.24108
H -3.48820 0.40378 2.08850
H -3.08505 1.77867 3.07389
H 0.27617 1.64340 3.14981
H -1.12260 2.15958 3.96849
C 1.72644 0.84495 -0.63789
O 0.95388 -0.11985 -0.39954
N 1.53746 2.00054 0.04121
N 2.66058 0.84636 -1.59506
H 0.76001 1.99847 0.67853
H 2.06769 2.84172 -0.11756
H 3.19220 1.64921 -1.88912
H 2.75391 -0.02835 -2.08829
C 2.56925 -0.31160 2.89111
O 1.81788 -0.99239 2.17387
N 3.72158 0.24616 2.39519
N 2.20265 0.17110 4.10271
H 4.14232 0.98595 2.93465
H 4.27462 -0.32667 1.77541
H 1.23261 -0.00060 4.32051
H 2.79062 0.68065 4.74043
C 0.36047 -1.71139 -3.27936
O 0.44035 -2.29193 -2.17737
N 0.21722 -0.38712 -3.48904
N 0.28520 -2.46975 -4.41123
H 0.32356 -0.01535 -4.42135
H 0.30363 0.28349 -2.74460
H 0.29203 -3.46682 -4.26276
H -0.22816 -2.01879 -5.15231
```

## Properties
- Total charge: +3
- Total energy: -35795.1053 eV
- Energy above the lowest of the compared OMol25 structures with the same formula, charge and spin: 137.1 kcal/mol
- Kohn-Sham gap: 3.5 eV